--- one ---
11
Properties=species:S:1:pos:R:3 method="wB97M-V/def2-TZVPD" total_charge=+1 gap_ev="9.815 / 4.739"
C 1.032 -2.327 -0.453
C 0.370 0.724 0.395
C -1.031 2.524 -0.150
N 0.121 -3.078 -1.056
O -0.021 1.858 0.634
H -1.534 1.745 -0.786
H -0.491 3.251 -0.822
H -1.449 3.154 0.544
H 1.031 0.160 0.897
H 0.144 -2.774 -2.025
H -0.305 -3.975 -0.737

=====

--- two ---
11
Properties=species:S:1:pos:R:3 method="wB97M-V/def2-TZVPD" total_charge=+1 gap_ev=10.703
C 1.356 -1.008 0.339
C -0.279 0.650 -0.740
C 0.408 0.079 0.475
N -0.943 -0.351 0.061
O 0.810 -2.278 0.207
H 2.442 -0.878 0.396
H -0.496 1.655 -0.617
H 0.165 0.504 -1.668
H 0.554 0.753 1.470
H -1.826 -0.223 0.652
H -0.602 -1.427 -0.206

=====

So which one wins? Going from most stable to least: two, one.

=====

--- one ---
14
Properties=species:S:1:pos:R:3 method="wB97M-V/def2-TZVPD" gap_ev=9.541
S 3.616 -0.361 -3.387
S 1.902 0.645 -2.949
H 4.401 0.387 -2.621
H 1.614 1.086 -4.231
C -0.180 0.223 1.964
N -0.768 -0.758 0.927
C -2.281 -0.525 0.921
H -0.351 -0.185 2.913
H -0.334 1.275 1.918
H 0.891 0.127 1.780
H -0.587 -0.290 0.030
H -2.610 0.469 0.723
H -2.636 -1.273 0.162
H -2.676 -0.820 1.851

=====

--- two ---
14
Properties=species:S:1:pos:R:3 method="wB97M-V/def2-TZVPD" gap_ev=8.890
C 0.565 2.828 2.575
N 0.115 1.432 2.941
H -0.039 3.389 3.287
H 1.646 2.928 2.606
H 0.249 3.055 1.555
H 0.218 0.833 2.131
H 0.862 1.145 3.571
C -0.486 -2.395 -0.169
S -0.922 -1.105 -1.530
S 0.743 0.090 -1.447
H -1.495 -2.706 0.089
H -0.147 -3.174 -0.850
H 0.240 -2.050 0.541
H 1.087 0.695 -0.264

=====

So which one wins? Going from most stable to least: one, two.

=====

--- one ---
56
Properties=species:S:1:pos:R:3 method="wB97M-V/def2-TZVPD" total_charge=+2 gap_ev=9.119
Ba 0.203 -0.205 0.766
O -1.915 -1.125 -0.265
S -3.155 -1.575 -1.033
C -4.423 -0.307 -0.769
C -4.565 0.190 0.667
C -3.651 1.385 0.949
C -3.468 1.644 2.437
S -1.897 2.453 2.833
O -0.871 1.668 2.022
C -2.127 4.000 1.991
C -1.626 4.201 0.715
C -1.833 5.430 0.105
C -2.531 6.429 0.770
C -3.016 6.215 2.053
C -2.806 4.996 2.679
C -3.855 -2.905 -0.084
C -3.471 -3.134 1.228
C -4.051 -4.185 1.923
C -5.000 -4.989 1.304
C -5.367 -4.755 -0.015
C -4.787 -3.713 -0.722
H -5.328 -0.791 -1.143
H -4.174 0.498 -1.464
H -4.350 -0.625 1.363
H -5.608 0.462 0.840
H -4.038 2.278 0.456
H -2.676 1.182 0.505
H -3.432 0.714 3.010
H -4.244 2.275 2.874
H -1.067 3.420 0.218
H -1.443 5.610 -0.887
H -2.686 7.386 0.291
H -3.543 7.003 2.574
H -3.155 4.832 3.692
H -2.726 -2.502 1.693
H -3.766 -4.377 2.948
H -5.449 -5.808 1.849
H -6.095 -5.392 -0.498
H -5.052 -3.541 -1.759
O 0.949 -2.086 2.598
H 1.638 -1.971 3.265
H 0.712 -3.020 2.645
C 4.828 1.695 -2.696
As 4.656 0.220 -1.484
C 6.251 0.160 -0.423
C 4.592 -1.393 -2.521
S 2.958 0.458 -0.246
H 5.731 1.570 -3.293
H 4.891 2.612 -2.114
H 3.955 1.730 -3.342
H 7.117 0.069 -1.077
H 6.199 -0.694 0.248
H 6.316 1.078 0.158
H 5.493 -1.465 -3.128
H 3.713 -1.370 -3.162
H 4.533 -2.242 -1.843

=====

--- two ---
56
Properties=species:S:1:pos:R:3 method="wB97M-V/def2-TZVPD" total_charge=+2 gap_ev=9.064
Ba -1.756 -1.297 -0.870
O 0.725 -0.969 -1.079
S 2.162 -0.524 -1.343
C 3.119 -0.907 0.148
C 2.513 -0.465 1.476
C 1.449 -1.437 1.995
C 0.498 -0.777 2.983
S -1.135 -1.555 3.050
O -1.528 -1.688 1.579
C -0.699 -3.184 3.606
C -0.391 -4.196 2.711
C -0.056 -5.446 3.207
C -0.029 -5.667 4.578
C -0.349 -4.645 5.462
C -0.698 -3.394 4.978
C 2.130 1.253 -1.259
C 1.110 1.922 -0.599
C 1.127 3.309 -0.566
C 2.152 4.008 -1.192
C 3.160 3.326 -1.864
C 3.149 1.940 -1.905
H 4.080 -0.425 -0.048
H 3.280 -1.986 0.105
H 2.101 0.541 1.371
H 3.324 -0.377 2.201
H 1.924 -2.305 2.456
H 0.869 -1.805 1.150
H 0.270 0.254 2.698
H 0.868 -0.760 4.010
H -0.425 -4.011 1.645
H 0.182 -6.251 2.525
H 0.231 -6.645 4.960
H -0.343 -4.826 6.528
H -0.978 -2.600 5.660
H 0.304 1.374 -0.129
H 0.345 3.841 -0.040
H 2.167 5.089 -1.158
H 3.950 3.873 -2.359
H 3.922 1.401 -2.442
O -4.273 -2.386 -1.156
H -4.658 -3.188 -0.780
H -5.017 -1.918 -1.556
C -3.499 2.644 -4.579
As -2.163 2.782 -3.210
C -2.076 4.624 -2.688
C -0.473 2.341 -4.010
S -2.651 1.584 -1.529
H -3.249 3.318 -5.398
H -4.461 2.919 -4.153
H -3.539 1.619 -4.939
H -1.890 5.244 -3.564
H -1.271 4.743 -1.965
H -3.023 4.900 -2.228
H -0.291 3.010 -4.851
H -0.497 1.311 -4.362
H 0.310 2.463 -3.263

=====

So which one wins? Going from most stable to least: two, one.